Entry 1:
This record from OMol25 describes a structure of composition C42H49Cl2O5P3S3Se2W. The level of theory is the ωB97M-V functional and the def2-TZVPD basis.

Calculated values
Multiplicity: 2
Kohn-Sham gap (alpha / beta), eV: 6.896 / 6.683
Lowest unoccupied orbital energy (alpha / beta), eV: -2.85 / -3.24
Total charge: +1

Atoms and positions in Å:
W (-0.0232, 0.1594, 0.5773)
C (-6.1474, -1.0428, -4.2040)
C (-5.6527, 0.2413, -4.3921)
C (-4.5936, 0.6943, -3.6228)
C (-4.0178, -0.1473, -2.6714)
C (-4.5180, -1.4330, -2.4825)
C (-5.5843, -1.8773, -3.2494)
P (-2.6196, 0.4307, -1.7031)
C (-2.8571, 2.1961, -1.4385)
C (-2.1406, 3.1255, -2.1870)
C (-2.3249, 4.4832, -1.9592)
C (-3.2203, 4.9055, -0.9891)
C (-3.9399, 3.9770, -0.2448)
C (-3.7589, 2.6243, -0.4656)
C (-1.0801, 0.2150, -2.5600)
C (-1.0411, 0.1255, -3.9520)
C (0.1681, -0.0357, -4.6012)
C (1.3210, -0.0938, -3.8287)
C (1.2618, -0.0078, -2.4454)
C (0.0573, 0.1370, -1.7400)
H (-6.9828, -1.3891, -4.7980)
H (-6.1005, 0.8947, -5.1287)
H (-4.2279, 1.7062, -3.7505)
H (-4.0836, -2.0800, -1.7305)
H (-5.9792, -2.8727, -3.0962)
H (-1.4264, 2.7941, -2.9315)
H (-1.7635, 5.2074, -2.5347)
H (-3.3546, 5.9631, -0.8025)
H (-4.6276, 4.3118, 0.5201)
H (-4.2849, 1.8982, 0.1425)
H (-1.9614, 0.1768, -4.5230)
H (0.2120, -0.1079, -5.6795)
H (2.2884, -0.2065, -4.3040)
H (2.2012, -0.0545, -1.9123)
C (-2.3424, -0.4631, 6.2860)
C (-1.2440, -0.0778, 5.3209)
O (-1.7485, -0.0366, 3.9752)
P (-1.4998, -1.2246, 2.8886)
S (-2.4013, -0.6150, -0.0080)
S (0.5458, -1.2836, 2.6622)
O (-1.9833, -2.5842, 3.6313)
C (-1.1634, -3.4157, 4.4735)
C (-1.0393, -4.7858, 3.8486)
H (-1.9540, -0.4965, 7.3050)
H (-2.7561, -1.4401, 6.0379)
H (-3.1504, 0.2673, 6.2497)
H (-0.3861, -0.7529, 5.3741)
H (-0.8714, 0.9241, 5.5456)
H (-1.6435, -3.4641, 5.4520)
H (-0.1800, -2.9570, 4.5990)
H (-2.0254, -5.1721, 3.5914)
H (-0.5659, -5.4821, 4.5421)
H (-0.4378, -4.7391, 2.9392)
Se (0.7765, 2.5854, -0.4448)
P (2.7951, 1.9873, 0.1045)
Se (2.6035, -0.1196, 0.6406)
C (3.9614, 2.2744, -1.2384)
C (4.9481, 1.3422, -1.5362)
C (5.8735, 1.6148, -2.5337)
C (5.8066, 2.8103, -3.2337)
C (4.8134, 3.7374, -2.9424)
C (3.8898, 3.4717, -1.9455)
C (3.4095, 2.8979, 1.5345)
C (4.5972, 2.4817, 2.1335)
C (5.0987, 3.1784, 3.2182)
C (4.4203, 4.2907, 3.7035)
C (3.2413, 4.7061, 3.1048)
C (2.7319, 4.0092, 2.0180)
H (4.9935, 0.3996, -1.0028)
H (6.6438, 0.8909, -2.7638)
H (6.5281, 3.0206, -4.0119)
H (4.7570, 4.6667, -3.4931)
H (3.1121, 4.1944, -1.7259)
H (5.1261, 1.6095, 1.7659)
H (6.0165, 2.8521, 3.6886)
H (4.8145, 4.8309, 4.5542)
H (2.7105, 5.5693, 3.4841)
H (1.7997, 4.3130, 1.5607)
Cl (-0.8799, 4.6875, 2.5159)
C (-1.3045, 3.0888, 3.1873)
Cl (-3.0239, 2.9663, 3.5345)
C (-0.8397, 2.0284, 2.2001)
O (0.3238, 1.5622, 2.2839)
O (-1.5586, 1.6215, 1.2553)
H (-0.7690, 2.9264, 4.1177)
C (3.6717, -4.5922, -1.2248)
C (3.1317, -4.1771, 0.1371)
C (1.6180, -4.0236, 0.1567)
S (1.1054, -2.6693, -0.9371)
O (0.0921, -1.9204, -0.0445)
C (0.1201, -3.4961, -2.2020)
C (-1.3158, -3.8218, -1.8213)
C (-1.5100, -4.7362, -0.6221)
H (4.7525, -4.7235, -1.1953)
H (3.4607, -3.8406, -1.9906)
H (3.2339, -5.5380, -1.5520)
H (3.5987, -3.2461, 0.4694)
H (3.3888, -4.9311, 0.8842)
H (1.2387, -3.7082, 1.1301)
H (1.1118, -4.9424, -0.1361)
H (0.7148, -4.3777, -2.4638)
H (0.1458, -2.8132, -3.0526)
H (-1.7691, -4.2638, -2.7131)
H (-1.8315, -2.8774, -1.6459)
H (-0.9825, -5.6856, -0.7401)
H (-2.5680, -4.9683, -0.4987)
H (-1.1760, -4.2630, 0.3030)

Löwdin atomic charge list, values in e, 8 entries: 1.06 -0.06 -0.06 -0.08 -0.33 -0.09 -0.06 0.70

Entry 2:
This record from OMol25 describes a cluster of 2 separate species, C42H49F20N3O2PS in total at a distorted geometry. The level of theory is the ωB97M-V functional and the def2-TZVPD basis.

Calculated values
Kohn-Sham gap, eV: 1.301
Lowest unoccupied orbital energy, eV: 0.26
Total charge: -1

Atoms and positions in Å:
C (-5.4273, 2.4425, 4.4681)
C (-5.8685, 3.9469, 3.8937)
C (-5.3350, 4.1977, 2.3578)
O (-6.3187, 3.7920, 1.3100)
C (-5.4294, 3.4251, 0.1588)
C (-4.5087, 4.6078, -0.5052)
C (-3.4854, 4.3234, -1.7974)
P (-2.5428, 5.8389, -2.4670)
C (-0.6534, 5.5866, -2.5340)
C (-0.1219, 5.3662, -4.1046)
C (-3.2689, 6.5184, -4.0957)
C (-4.1574, 5.4500, -4.9653)
C (-3.4147, 2.7860, -2.3608)
C (-2.4089, 2.4075, -3.6155)
C (-0.9149, 2.1630, -2.9826)
C (-0.6152, 0.5648, -2.5905)
F (-1.0823, -0.3843, -3.6308)
F (-1.3376, 0.3239, -1.3214)
C (1.0201, 0.4251, -2.4977)
F (1.5131, 1.7587, -1.9857)
F (1.5003, 0.1139, -3.8661)
C (1.5292, -0.6724, -1.3500)
F (0.6368, -1.8530, -1.3416)
F (1.2856, 0.0285, -0.0329)
C (3.1318, -1.0007, -1.4137)
F (3.6379, -0.8611, 0.0047)
F (3.9009, 0.0548, -2.1747)
C (3.5243, -2.5262, -1.8641)
F (3.0011, -3.5258, -0.8669)
F (5.0274, -2.6162, -1.7287)
C (3.1957, -2.9130, -3.4199)
F (3.6248, -1.8434, -4.3971)
F (1.7593, -3.1640, -3.7157)
C (3.9954, -4.2839, -3.9496)
F (4.3158, -5.2337, -2.8610)
F (5.2527, -3.7746, -4.6090)
C (3.1708, -5.1137, -5.0981)
F (2.0646, -5.9733, -4.5327)
F (4.1522, -6.1049, -5.6791)
F (2.7216, -4.2861, -6.2570)
C (-4.3244, 1.5300, -1.7337)
C (-5.3231, 1.9243, -0.4957)
S (-6.4136, 0.5434, 0.2040)
C (-5.4335, -1.0212, -0.1645)
C (-5.5609, -2.4290, 0.7251)
C (-4.7070, -3.8092, 0.3753)
C (-4.9178, -5.1757, 1.2650)
C (-3.5344, -5.8579, 1.8203)
C (-2.6556, -6.6658, 0.6967)
F (-1.1605, -6.4552, 0.7201)
C (-3.1798, -7.5593, -0.3714)
F (-4.1157, -8.6904, -0.1760)
F (-2.6596, -7.3026, -1.7643)
C (-3.6578, -3.7560, -0.8857)
C (-3.5397, -2.3672, -1.7489)
C (-4.4030, -0.9758, -1.4368)
N (-4.1752, 0.1758, -2.3865)
N (-5.1587, 0.0813, -3.3584)
H (-6.4077, 1.9975, 4.9510)
H (-5.0020, 1.7757, 3.5834)
H (-4.5587, 2.5314, 5.2564)
H (-5.2754, 4.7238, 4.5763)
H (-7.0047, 4.1753, 4.0565)
H (-4.3674, 3.5134, 2.2300)
H (-4.9495, 5.3064, 2.1840)
H (-4.5822, 5.6980, -0.0412)
H (-0.1660, 6.6263, -2.2066)
H (-0.2230, 4.7899, -1.7906)
H (1.0348, 5.2029, -4.1731)
H (-0.6842, 4.5044, -4.6613)
H (-0.3472, 6.3735, -4.7047)
H (-4.0166, 7.3967, -3.7875)
H (-2.4234, 7.0606, -4.7369)
H (-3.4975, 4.9482, -5.8242)
H (-4.7575, 4.6691, -4.3330)
H (-4.9706, 6.0939, -5.5544)
H (-2.4795, 3.3029, -4.3740)
H (-2.7712, 1.4469, -4.2254)
H (-0.9079, 2.7262, -1.9303)
H (-0.1420, 2.5985, -3.7469)
H (-6.3101, -2.4237, 1.6312)
H (-5.4531, -5.9921, 0.5804)
H (-5.6911, -4.9209, 2.1128)
H (-3.8572, -6.6494, 2.6487)
H (-2.9249, -4.9989, 2.3621)
H (-3.0082, -4.6831, -1.2348)
H (-2.7850, -2.3771, -2.6672)
H (-6.0415, -0.3531, -3.0041)
H (-5.4080, 1.0162, -3.7566)
C (7.7795, -0.5080, 6.1075)
C (6.8672, 0.2190, 5.0951)
C (7.4523, 0.0733, 3.6659)
C (7.3505, -1.3221, 3.0594)
C (6.1749, -2.1361, 3.5854)
C (5.0102, -1.2962, 4.1696)
N (5.5527, -0.4351, 5.2355)
O (4.5869, 0.3499, 5.8479)
C (4.0162, -2.3096, 4.7992)
C (4.2794, -0.5545, 3.0273)
C (6.9304, 1.7385, 5.4245)
H (7.4097, -0.3877, 7.1310)
H (8.8018, -0.1109, 6.0807)
H (7.8418, -1.5816, 5.9078)
H (6.9439, 0.7754, 2.9935)
H (8.5082, 0.3827, 3.6535)
H (7.2767, -1.2260, 1.9689)
H (8.2773, -1.8767, 3.2474)
H (5.8127, -2.7965, 2.7865)
H (6.5542, -2.8107, 4.3639)
H (4.4718, -2.8331, 5.6485)
H (3.7150, -3.0708, 4.0686)
H (3.0998, -1.8238, 5.1548)
H (3.9032, -1.2696, 2.2838)
H (4.9225, 0.1517, 2.4939)
H (3.4120, 0.0048, 3.3938)
H (7.9594, 2.1126, 5.3425)
H (6.6021, 1.9552, 6.4468)
H (6.3157, 2.3256, 4.7319)

Löwdin atomic charge list, values in e, 8 entries: -0.13 -0.21 -0.22 -0.17 -0.17 0.01 -0.30 0.90

Entry 3:
This record from OMol25 describes a structure of composition C42H49HgN3OTe. The level of theory is the ωB97M-V functional and the def2-TZVPD basis.

Calculated values
Kohn-Sham gap, eV: 4.157
Lowest unoccupied orbital energy, eV: 4.10
Total charge: -2

Atoms and positions in Å:
Hg (-2.1233, 0.2688, 1.0047)
C (-5.0492, -0.8298, 0.2251)
C (-5.4674, 0.4518, -0.4409)
C (-6.8051, 0.6684, -0.7251)
C (-7.2758, 1.8156, -1.3746)
C (-6.3185, 2.7526, -1.7780)
C (-4.9706, 2.5891, -1.5229)
C (-3.9758, 3.6064, -2.0075)
C (-4.4564, 1.4484, -0.7687)
N (-3.1776, 1.4264, -0.4496)
H (-5.8656, -1.5574, 0.1946)
H (-4.7699, -0.6844, 1.2755)
H (-4.1787, -1.2666, -0.2764)
H (-7.5225, -0.0960, -0.4289)
H (-8.3300, 1.9568, -1.5802)
H (-6.6416, 3.6437, -2.3159)
H (-4.3548, 4.1356, -2.8888)
H (-3.0340, 3.1105, -2.2607)
H (-3.7393, 4.3665, -1.2445)
C (-0.4203, 4.0878, 2.5684)
N (-1.3958, 3.9383, 1.4504)
C (-0.7846, 3.1300, 0.3337)
C (-2.7849, 3.4383, 1.9015)
C (-2.8044, 2.5817, 3.1407)
C (-3.0542, 3.2093, 4.3667)
C (-3.1735, 2.4702, 5.5336)
C (-3.0261, 1.0875, 5.4602)
C (-2.7595, 0.4821, 4.2376)
C (-2.6548, 1.1957, 3.0350)
H (0.4710, 4.5801, 2.1771)
H (-0.1592, 3.0865, 2.9111)
H (-0.8622, 4.6727, 3.3726)
H (-1.5787, 4.8538, 1.0590)
H (-0.2632, 2.2828, 0.7829)
H (-0.0843, 3.7764, -0.2009)
H (-1.5984, 2.7646, -0.3039)
H (-3.1830, 2.8844, 1.0396)
H (-3.3671, 4.3462, 2.0709)
H (-3.1744, 4.2905, 4.4082)
H (-3.3921, 2.9592, 6.4762)
H (-3.1318, 0.4848, 6.3576)
H (-2.6356, -0.5976, 4.2235)
C (3.9544, -6.6395, -4.1915)
C (3.3042, -5.5801, -3.3337)
C (3.3445, -5.6448, -1.9498)
C (2.7294, -4.6724, -1.1537)
C (2.8002, -4.8401, 0.3521)
C (2.0519, -3.5824, -1.7273)
Te (0.8279, -2.2060, -0.3072)
N (-0.0554, -0.5023, 1.0349)
C (0.6572, 0.1351, 1.9437)
O (0.4516, 1.2880, 2.4400)
C (1.9346, -0.5009, 2.4912)
C (1.9823, -1.8313, 2.8990)
C (3.1485, -2.3753, 3.4232)
C (4.2927, -1.5940, 3.5452)
C (4.2485, -0.2572, 3.1665)
C (3.0731, 0.2822, 2.6572)
C (1.8247, -0.5493, -1.2034)
C (1.1198, 0.3849, -1.9741)
C (-0.3337, 0.2332, -2.3538)
C (1.7950, 1.5021, -2.4763)
C (3.1427, 1.7160, -2.2454)
C (3.8503, 2.9311, -2.7918)
C (3.8332, 0.7721, -1.4911)
C (3.2022, -0.3504, -0.9635)
C (4.0309, -1.3098, -0.1421)
C (1.9978, -3.5350, -3.1363)
C (1.2459, -2.4352, -3.8501)
C (2.6196, -4.5158, -3.9106)
H (4.5051, -7.3558, -3.5781)
H (4.6538, -6.1988, -4.9071)
H (3.2086, -7.1958, -4.7667)
H (3.8689, -6.4725, -1.4748)
H (3.4811, -5.6527, 0.6229)
H (1.8148, -5.0714, 0.7666)
H (3.1299, -3.9207, 0.8413)
H (1.0861, -2.4319, 2.8149)
H (3.1679, -3.4147, 3.7323)
H (5.2085, -2.0222, 3.9369)
H (5.1287, 0.3669, 3.2754)
H (3.0167, 1.3270, 2.3775)
H (-0.8145, -0.5784, -1.8222)
H (-0.4170, 0.0416, -3.4295)
H (-0.9101, 1.1325, -2.1393)
H (1.2342, 2.2165, -3.0758)
H (3.1508, 3.5917, -3.3080)
H (4.6340, 2.6480, -3.5009)
H (4.3275, 3.5025, -1.9904)
H (4.8941, 0.9181, -1.2982)
H (5.0593, -0.9505, -0.0587)
H (4.0406, -2.3005, -0.6002)
H (3.6170, -1.4191, 0.8622)
H (0.2617, -2.2957, -3.3980)
H (1.1207, -2.6677, -4.9110)
H (1.7683, -1.4792, -3.7653)
H (2.5623, -4.4520, -4.9962)

Löwdin atomic charge list, values in e, 8 entries: 1.04 -0.13 -0.25 -0.13 -0.18 -0.14 -0.26 -0.11

Entry 4:
This record from OMol25 describes a structure of composition C42H49N3P4Tc. The level of theory is the ωB97M-V functional and the def2-TZVPD basis.

Calculated values
Multiplicity: 4
Kohn-Sham gap (alpha / beta), eV: 5.668 / 4.349
Lowest unoccupied orbital energy (alpha / beta), eV: -13.04 / -14.38
Total charge: +4

Atoms and positions in Å:
Tc (0.0608, -0.4374, 0.8650)
N (1.5052, 1.3414, 2.3325)
P (2.3559, 0.0443, 1.5745)
C (3.7386, 0.7369, 0.6967)
C (3.7477, 0.7864, -0.6956)
C (4.7968, 1.4045, -1.3571)
C (5.8260, 1.9825, -0.6247)
C (5.8128, 1.9465, 0.7672)
C (4.7720, 1.3251, 1.4356)
C (2.9281, -0.9561, 2.9333)
C (2.0600, -1.1969, 4.0076)
C (2.4724, -2.0028, 5.0558)
C (3.7402, -2.5759, 5.0279)
C (4.5934, -2.3544, 3.9523)
C (4.1881, -1.5576, 2.8924)
P (0.3605, 1.9319, 1.2663)
C (0.9677, 3.0238, 0.0120)
C (0.7913, 2.7516, -1.3442)
C (1.1938, 3.6865, -2.2835)
C (1.7708, 4.8791, -1.8632)
C (1.9675, 5.1380, -0.5084)
C (1.5598, 4.2167, 0.4407)
C (-0.8247, 2.7738, 2.2676)
C (-1.6172, 3.7779, 1.6904)
C (-2.5230, 4.4610, 2.4793)
C (-2.6403, 4.1519, 3.8346)
C (-1.8513, 3.1591, 4.4100)
C (-0.9540, 2.4529, 3.6284)
H (1.8966, 1.8878, 3.1000)
H (2.9279, 0.3574, -1.2580)
H (4.8166, 1.4394, -2.4390)
H (6.6440, 2.4687, -1.1406)
H (6.6201, 2.3963, 1.3302)
H (4.7754, 1.2874, 2.5193)
H (1.0766, -0.7373, 4.0438)
H (1.8172, -2.1768, 5.8991)
H (4.0642, -3.2006, 5.8505)
H (5.5809, -2.7980, 3.9439)
H (4.8516, -1.3977, 2.0509)
H (0.3476, 1.8119, -1.6613)
H (1.0628, 3.4914, -3.3397)
H (2.0670, 5.6169, -2.5979)
H (2.4314, 6.0634, -0.1928)
H (1.6973, 4.4299, 1.4956)
H (-1.4931, 4.0486, 0.6478)
H (-3.1269, 5.2505, 2.0510)
H (-3.3471, 4.6960, 4.4478)
H (-1.9354, 2.9413, 5.4670)
H (-0.3476, 1.6748, 4.0782)
C (-2.8430, 1.2642, -0.6659)
P (-2.2415, -0.2483, 0.1342)
C (-2.4732, -1.4659, -1.2553)
N (-3.5919, -1.6754, -1.8342)
C (-3.8205, -2.4778, -2.8657)
C (-5.0814, -2.7377, -3.4325)
C (-5.1800, -3.6163, -4.4743)
C (-4.0392, -4.2959, -4.9849)
C (-2.7965, -4.0856, -4.4661)
C (-2.6310, -3.1747, -3.4000)
N (-1.4787, -2.9067, -2.8046)
C (-1.3113, -2.1231, -1.8033)
P (0.3722, -1.7571, -1.0949)
C (1.2893, -1.2418, -2.5636)
C (1.0245, -3.4203, -0.5268)
C (2.3758, -3.1963, 0.1627)
C (1.2087, -4.3487, -1.7293)
C (0.0026, -3.9670, 0.4784)
C (-3.4005, -0.7545, 1.5085)
C (-2.5664, -1.6622, 2.4272)
C (-3.8082, 0.5340, 2.2331)
C (-4.6391, -1.4890, 1.0006)
H (-3.8587, 1.1205, -1.0365)
H (-2.1903, 1.5156, -1.5034)
H (-2.8330, 2.0852, 0.0502)
H (-5.9500, -2.2423, -3.0181)
H (-6.1480, -3.8045, -4.9221)
H (-4.1633, -4.9926, -5.8041)
H (-1.9220, -4.5869, -4.8610)
H (2.3587, -1.2463, -2.3523)
H (0.9894, -0.2478, -2.8954)
H (1.0797, -1.9653, -3.3524)
H (3.0778, -2.6233, -0.4504)
H (2.8292, -4.1741, 0.3407)
H (2.2654, -2.7141, 1.1331)
H (2.0561, -4.0505, -2.3480)
H (0.3208, -4.4320, -2.3549)
H (1.4240, -5.3480, -1.3414)
H (-0.1956, -3.2483, 1.2910)
H (0.4029, -4.8672, 0.9492)
H (-0.9477, -4.2338, 0.0104)
H (-1.6289, -1.1730, 2.7561)
H (-2.3276, -2.6188, 1.9545)
H (-3.1262, -1.8832, 3.3392)
H (-2.9529, 1.1235, 2.5592)
H (-4.3743, 0.2537, 3.1242)
H (-4.4580, 1.1588, 1.6194)
H (-4.4035, -2.4810, 0.6107)
H (-5.1770, -0.9196, 0.2396)
H (-5.3222, -1.6254, 1.8428)

Löwdin atomic charge list, values in e, 8 entries: 0.73 -0.31 0.88 -0.38 -0.10 -0.04 -0.01 -0.02

Number 1: DFT total energy -10014.969351 hartree. Number 2: DFT total energy -4680.042972 hartree. Number 3: DFT total energy -2290.653375 hartree. Number 4: DFT total energy -3238.906773 hartree.